C33H80N2O8 | wB97M-V/def2-TZVPD

Orbital gap in eV: 9.23
ΔE to the lowest compared entry with this formula, charge and spin in kJ/mol: 234.9
HOMO in eV: -8.594
Net charge: 0

XYZ file:
```
123
Properties=species:S:1:pos:R:3:forces:R:3
C 1.727 5.441 12.417 -0.0590 0.0033 -0.0915
H 2.803 1.280 5.761 0.0145 -0.0287 0.0205
H 3.596 5.117 11.383 -0.0231 0.0372 -0.0172
H 0.468 -3.238 -0.469 0.1290 0.3826 -0.5591
H 1.334 5.313 8.496 -0.0252 -0.0236 -0.0053
C 1.764 0.282 0.352 0.2934 -0.1912 0.3991
C 1.571 3.182 3.390 -0.0520 0.0841 -0.0955
H 0.383 -3.158 -3.801 0.0095 0.0279 0.0576
H 2.874 0.607 -1.437 0.5670 0.1156 -0.2667
C 2.603 4.659 11.452 0.0766 0.0070 0.0757
C -3.089 -1.792 6.239 -0.0298 -0.0362 -0.0945
H -2.335 -4.192 -6.099 -0.0045 -0.0233 0.0146
O -1.808 -3.495 -9.207 -0.0557 -0.0095 0.0943
C -2.795 -3.267 0.190 0.3686 -0.2852 -0.1540
H -1.141 -1.235 5.527 0.0358 0.0101 0.0142
H 2.313 -1.194 1.791 0.4660 -0.0834 0.6417
H -4.341 -1.847 3.840 0.0189 0.0331 0.0192
O -2.831 -2.692 -4.758 -0.0508 0.0911 -0.0445
H 2.200 5.478 13.398 0.0167 -0.0217 0.0236
C 0.308 3.105 -3.286 0.3398 -0.3896 0.5899
H 1.054 3.960 3.965 0.0453 -0.0049 0.0294
O 1.691 1.195 -5.293 -0.1474 -0.0356 -0.2379
H -2.338 -4.733 -10.672 -0.0219 -0.0189 -0.0204
H 3.526 4.146 3.407 -0.0197 0.0373 0.0120
H -1.273 -5.097 1.062 -0.3066 -0.3690 0.4995
H 2.031 -1.835 0.233 0.3239 -0.4663 -0.5560
C 2.962 6.539 9.160 0.0397 -0.0701 0.0872
H -0.806 -3.123 2.110 -0.5100 -0.1421 0.4953
H -3.513 -1.484 2.333 0.0050 -0.0150 0.0060
H -3.725 -3.160 -0.333 -0.4375 0.0807 -0.3725
H 0.914 -3.206 2.355 0.2973 -0.2596 0.5286
H -0.072 -5.267 -11.512 -0.0189 -0.0183 -0.0215
C -0.197 -4.818 -10.527 0.0013 0.0347 0.0933
C -0.875 -2.556 -8.702 0.0760 0.0709 0.1015
C -1.510 -4.054 -10.471 -0.0043 -0.0096 -0.1050
H -0.458 -1.171 0.648 -0.3029 0.1576 -0.5386
C -1.735 -2.772 -3.867 0.0957 -0.0328 0.2126
H 2.497 4.581 2.047 -0.0286 0.0029 -0.0349
H -0.186 -5.612 -9.780 0.0033 -0.0196 0.0109
H 3.410 1.491 -6.229 0.1631 0.3191 -0.5064
O 1.838 2.053 4.202 -0.0479 -0.0749 -0.0235
C -2.183 -1.017 5.297 0.0520 0.0558 0.1014
H 3.003 3.346 7.110 0.0042 -0.0256 0.0313
C -3.613 -1.173 3.373 -0.0573 -0.0234 -0.0275
C -4.110 0.262 3.426 0.0945 0.0147 0.0803
C 3.048 0.897 -5.416 -0.2795 -0.3229 0.3881
H -3.406 0.928 2.926 0.0108 0.0170 -0.0183
H -0.473 -4.164 -4.962 0.0244 -0.0180 0.0406
H 3.412 6.928 10.074 -0.0280 0.0321 0.0091
H -3.813 -5.913 -5.096 -0.0219 -0.0068 -0.0275
H -2.084 4.348 -4.334 0.0602 0.0468 0.0921
H -1.535 -3.284 -11.251 0.0384 0.0150 0.0229
C 0.273 -3.826 0.409 0.2127 0.1628 0.4214
H -3.998 -3.646 -6.068 -0.0187 0.0328 -0.0288
H 2.748 3.647 11.827 0.0143 -0.0278 0.0196
C -0.426 -3.163 -4.532 -0.0333 -0.0030 -0.0920
H 3.570 1.158 -4.504 0.2755 0.1864 0.3883
O 2.043 4.483 10.164 -0.0210 -0.0744 -0.0470
H -1.217 4.808 -5.618 0.0066 -0.0189 0.0503
H -0.277 -1.570 -10.552 0.0466 -0.0046 0.0165
C 2.292 3.297 6.285 -0.0891 0.0401 -0.0553
N -1.135 4.497 -4.657 0.0162 -0.1754 -0.0978
H -1.644 -0.821 -9.725 -0.0191 0.0216 0.0070
H -2.361 -2.294 0.350 0.1927 0.5970 0.1240
H -0.002 -0.633 -9.088 0.0027 0.0187 0.0375
H 3.547 -0.944 -4.925 -0.2470 0.3905 -0.5420
H 1.538 -0.099 -3.700 0.4433 -0.6687 0.2342
C 1.753 5.663 9.440 -0.0431 0.0991 -0.0842
H -1.953 -3.447 -3.033 -0.0032 0.0074 -0.0453
H 0.866 2.823 2.640 -0.0231 -0.0155 -0.0012
N 1.000 1.415 -1.668 -0.2390 0.2812 0.1973
H -2.704 -5.337 -3.855 0.0198 -0.0220 -0.0222
C -3.151 -3.896 -5.431 -0.0355 -0.1186 -0.1030
H -2.319 0.061 5.435 -0.0319 -0.0157 -0.0121
O -1.945 -4.083 -0.582 -0.3373 -0.0822 -0.2708
H 0.059 -0.953 2.275 -0.2643 0.4860 0.4972
O -2.325 -1.366 3.932 -0.0229 -0.0468 -0.1207
H 0.077 0.585 -4.248 -0.9594 -0.2370 -0.2939
C 1.668 -1.115 0.940 -0.0390 0.3646 -0.3982
H -1.650 -1.771 -3.442 0.0199 0.0428 0.0030
O 3.308 -0.448 -5.729 0.1186 -0.5350 0.4200
H 0.347 3.243 -5.392 0.5465 0.0295 -0.6449
H -4.239 0.615 4.450 -0.0420 -0.0230 -0.0033
H 3.741 2.488 4.901 -0.0197 0.0377 -0.0167
H 2.231 2.241 -3.060 0.7493 0.1684 0.0046
C 2.794 3.759 2.697 0.0543 -0.0627 0.0939
H 0.968 6.242 9.940 0.0373 0.0018 0.0370
H 0.027 1.172 -1.517 -0.0090 0.0462 -0.0232
H 0.914 0.855 0.658 -0.6479 0.4210 0.3000
H -2.924 -2.865 6.131 0.0020 -0.0196 0.0045
C 0.281 -1.485 1.369 -0.0964 0.2369 0.2272
H -2.876 -1.511 7.270 0.0281 0.0050 0.0241
H -4.145 -1.593 6.053 -0.0039 0.0398 0.0198
C -0.371 3.232 -4.604 -0.6151 0.6121 -0.3340
C 1.216 1.890 -3.026 -0.2348 0.3161 0.3462
C 1.099 0.812 -4.055 0.4444 -0.0281 -0.5790
C -0.899 -4.705 0.128 -0.3576 0.0735 -0.1915
C 1.864 0.371 -1.150 -0.4069 0.1503 -0.2811
H 2.613 0.762 0.795 0.5337 0.5434 0.2304
C 0.146 -2.942 1.650 -0.0770 -0.4140 -0.4936
H -4.369 -4.760 -3.872 -0.0173 0.0002 0.0108
C -3.528 -5.042 -4.506 0.0353 0.0561 0.0540
H -2.997 -3.712 1.154 -0.0901 -0.2548 0.4890
H -1.274 -2.254 -7.733 -0.0429 -0.0400 0.0179
C 2.738 2.253 5.276 0.0973 -0.0010 0.0479
H 0.090 -3.039 -8.507 0.0110 0.0069 -0.0557
H 0.663 -4.173 -10.346 0.0062 0.0255 -0.0366
H 1.567 6.468 12.089 0.0381 0.0222 0.0075
H -5.075 0.336 2.927 -0.0235 -0.0044 -0.0381
H -0.586 -5.533 -0.484 0.0596 -0.4397 -0.3635
H -1.009 2.382 -4.776 -0.3594 -0.4986 -0.2019
H 3.725 5.975 8.623 0.0197 -0.0072 -0.0234
H 2.668 7.393 8.550 -0.0194 0.0079 -0.0352
H 1.640 -0.605 -1.555 -0.1108 -0.5895 -0.3973
H 3.282 2.996 2.090 0.0077 -0.0146 -0.0304
C -0.689 -1.325 -9.572 -0.0385 -0.0770 -0.0927
H 1.114 -4.483 0.527 0.6207 -0.3453 0.0120
H -0.175 -2.466 -5.332 0.0359 0.0398 -0.0365
H 1.313 3.043 6.691 -0.0137 -0.0085 0.0232
H 0.871 4.000 -3.116 0.3267 0.5934 0.1777
H 0.752 4.963 12.520 -0.0185 -0.0067 0.0085
H -0.451 3.092 -2.528 -0.5410 0.0542 0.5741
H 2.226 4.293 5.844 0.0513 0.0106 -0.0072
```
Positions in Å, forces in eV/Å.